11
Properties=species:S:1:pos:R:3:forces:R:3 method="wB97M-V/def2-TZVPD" lumo_energy_ev=0.76 homo_ev=-9.1 e_above_lowest_kj_mol=193.2
C 0.833964 -1.049307 0.163823 -0.2633 -0.2753 -0.1449
C 0.250800 0.220685 -0.310082 2.5363 -0.5640 1.4840
C -0.806505 0.938533 0.450664 -0.0602 -0.0380 -0.0800
O 1.670024 -0.090656 0.720700 -1.7779 0.8665 -1.1558
S 0.736224 0.937880 -1.824557 -0.2537 0.1332 0.0188
H 0.241615 -1.621963 0.884497 -0.0652 -0.0266 -0.0842
H 1.300944 -1.703124 -0.579944 -0.1121 0.0090 -0.0306
H -0.644923 2.014426 0.419561 -0.0455 0.0441 0.0314
H -0.822010 0.608575 1.485985 0.0602 -0.0383 -0.0104
H -1.771921 0.715648 -0.006847 -0.0815 0.0480 0.0061
H 1.544593 -0.046556 -2.216846 0.0629 -0.1585 -0.0345



84
Properties=species:S:1:pos:R:3:forces:R:3 method="wB97M-V/def2-TZVPD" lumo_energy_ev=3.04 homo_ev=0.8 total_charge=-2 e_above_lowest_kj_mol=1536.4
C 0.567576 0.286741 -0.033634 -2.0594 2.8904 -0.6703
O 1.644416 -0.039869 0.355256 7.6745 -3.5208 2.7807
O 0.293006 0.357411 -1.224494 -1.3592 -0.8892 -6.3430
O -0.222614 0.840751 0.745726 -4.1850 1.7144 4.3477
C 5.784346 -0.227269 6.437626 1.7947 -1.6395 3.2674
O 6.422236 -0.508529 7.442386 0.0406 -0.1271 1.2594
N 4.668696 -0.794479 6.076016 -2.8207 -1.0836 -1.4451
N 6.255366 0.630011 5.593286 1.4941 2.9240 -3.0211
H 4.114956 -1.389919 6.675126 0.4245 0.1200 -0.3503
H 4.525066 -0.714129 5.079526 -1.0636 -0.5177 0.3539
H 7.185796 0.978931 5.774016 -0.3526 -0.0431 -0.2788
H 5.774926 0.800261 4.721346 0.4224 0.3751 0.1739
C 1.560186 -6.845999 -2.229954 2.5032 -4.2769 0.7720
O 1.529476 -7.734459 -3.064664 -0.5751 -0.7009 -0.8195
N 1.354576 -5.616829 -2.507804 -1.7254 5.2086 -1.6387
N 2.095186 -7.113869 -1.003454 -0.4836 0.5257 0.9849
H 1.086816 -5.423499 -3.462284 -0.0721 -0.1636 0.1911
H 1.160226 -4.846679 -1.883954 0.2797 -0.3378 0.2741
H 2.159856 -6.335709 -0.362844 0.3849 -0.5837 0.2097
H 2.526906 -8.013579 -0.847794 -0.3060 0.4351 0.0431
C 5.636276 4.157281 -2.329174 1.1474 2.6033 -1.1662
O 6.577566 4.683081 -2.848564 3.2261 0.5937 -1.5874
N 4.590576 3.786031 -2.974854 -3.0959 -2.1845 -3.7646
N 5.351126 4.284601 -1.096234 -0.6083 -0.4047 6.6272
H 4.679606 3.990321 -3.959964 -0.6948 -0.7856 0.0688
H 3.887646 3.224551 -2.515804 -0.2349 0.0422 -0.9052
H 4.503546 3.806811 -0.825274 0.3587 0.3991 0.9708
H 6.015686 4.630461 -0.418864 -0.2100 -0.3844 -0.1981
C -2.751394 6.624921 -0.367334 1.1132 -1.5704 0.1666
O -3.410364 7.576191 -0.545394 -2.8258 4.1277 -0.3315
N -1.480584 6.588461 -0.081914 3.6308 1.4165 0.2733
N -3.176354 5.398221 -0.390164 -4.2482 -4.5699 -0.5864
H -1.134344 5.639801 -0.065544 1.0824 0.8548 0.9241
H -1.216084 7.412201 0.439236 1.0978 -0.5821 -0.1489
H -4.170414 5.298011 -0.242194 0.1313 -0.2150 -0.5262
H -2.649734 4.537961 -0.338134 0.0974 0.3782 0.2383
C -2.512244 2.429661 -7.062814 -9.0736 0.1691 -4.7566
O -2.953814 2.575541 -8.215974 -0.0701 0.1786 -0.1080
N -1.347794 2.385421 -6.781084 12.5026 0.5464 2.1487
N -3.303604 2.210011 -6.042424 -2.7605 -0.3659 2.2743
H -0.684244 2.727081 -7.461574 -0.0653 -0.2813 0.0628
H -1.020154 2.399491 -5.825804 0.0673 -0.2167 -0.1733
H -2.914634 2.337261 -5.119054 -0.7966 -0.1563 0.0540
H -4.287474 2.271471 -6.262234 0.2266 0.0654 0.5921
C 7.597056 -1.875759 -0.951024 4.7018 -1.2049 0.6150
O 8.672946 -2.365009 -1.267864 0.3775 -0.5197 -0.4619
N 7.370076 -1.322329 0.200436 -0.6179 2.3643 4.9394
N 6.542326 -1.780479 -1.646924 -5.6859 -0.3956 -4.7794
H 8.054816 -1.063719 0.896386 0.0721 -0.3148 -0.5665
H 6.440756 -0.946549 0.323886 0.4442 0.0749 0.6111
H 6.299256 -2.433849 -2.377764 0.5381 0.1929 -0.0132
H 5.726946 -1.339949 -1.245454 0.0152 -0.1695 -0.3346
C -6.116744 -4.771189 -4.476694 -2.5468 -2.0196 0.8314
O -5.778014 -5.803739 -3.974694 0.1353 -2.2569 0.7285
N -5.316054 -3.781449 -4.609704 3.2834 3.9785 -0.8415
N -7.380994 -4.454949 -4.876074 -0.9982 0.4857 -0.8066
H -5.594844 -2.980979 -5.158914 0.6367 -0.0383 0.3118
H -4.381444 -3.875719 -4.238604 -0.1794 0.1818 -0.3266
H -7.470154 -3.474539 -5.101794 -0.8396 -0.4272 0.0803
H -8.200354 -5.014149 -4.686214 0.5258 0.1075 0.0327
C 1.439536 3.928031 5.724066 -0.6677 1.8079 1.5254
O 1.525466 4.702961 6.642426 1.4249 1.3190 1.6969
N 0.525996 3.042101 5.615196 -4.9052 -4.8374 -0.5819
N 2.076976 3.926121 4.588846 3.5610 1.7552 -2.2629
H 0.349936 2.847021 4.639976 -0.8291 -0.9420 0.6048
H -0.145684 2.692071 6.283326 0.4354 0.6612 0.0454
H 2.718696 4.703411 4.524666 0.0333 -0.4142 -0.9352
H 1.787866 3.287111 3.862076 0.9102 0.5104 -0.2686
C -7.583394 0.068251 1.894876 -4.0888 0.1334 5.5047
O -8.776334 0.039421 2.048396 -2.5359 0.4485 0.1423
N -6.727044 0.249071 2.883696 1.4151 1.3196 3.8373
N -6.948984 -0.264379 0.899056 4.2565 -1.5267 -8.1029
H -7.073744 0.125461 3.824236 0.4308 0.2775 -0.2054
H -5.741674 0.291871 2.666166 -0.2058 -0.0783 1.0152
H -5.987754 -0.025059 1.096186 0.2541 -0.6104 -2.2211
H -7.399074 -0.248669 -0.004974 0.5494 0.0334 0.0108
C -3.297054 -4.305929 3.385566 -0.3483 -0.1537 4.7068
O -4.145214 -4.961909 3.978066 0.0867 -0.4123 -0.3111
N -3.159994 -4.044089 2.162136 -1.6218 -0.2664 -8.2007
N -2.293234 -3.617569 3.944316 1.5754 0.6659 3.0415
H -3.778094 -4.471699 1.487456 0.0990 0.2395 0.0395
H -2.482524 -3.378169 1.819086 -0.3369 -0.4751 -0.2561
H -2.186524 -3.633779 4.948526 0.1041 0.4269 -0.3771
H -1.879494 -2.931469 3.329356 0.5279 0.1111 1.2928



36
Properties=species:S:1:pos:R:3:forces:R:3 method="wB97M-V/def2-TZVPD" lumo_energy_ev=-0.06 homo_ev=-10.5 smiles=O.O.O.O.O.O.O.O.O.O.O.O e_above_lowest_kj_mol=63.5
O -0.864873 -2.727323 1.737051 0.2559 0.0915 -0.1083
H -0.825260 -2.131874 2.504840 -0.2559 0.0712 -0.1892
H 0.050270 -2.793772 1.431986 -0.0808 -0.0059 0.0911
O 0.483584 2.246926 3.074652 0.0158 0.1206 -0.1520
H 0.575074 2.385261 2.121049 -0.0518 0.0205 0.1230
H 0.837163 3.050276 3.474301 -0.0171 -0.0953 -0.0229
O 2.086810 -0.141121 2.624419 -0.0580 0.1833 0.3070
H 1.395751 -0.672472 2.218324 0.1025 0.0382 -0.1407
H 1.625416 0.646792 2.957842 0.0978 -0.2314 -0.0289
O -0.900552 -2.337778 -3.603335 -0.0102 0.5044 0.7764
H -1.105582 -2.043224 -2.677337 -0.1842 -0.8073 -0.4373
H -1.678156 -2.843138 -3.852882 0.0434 0.0079 -0.1724
O -1.728397 -1.928243 -1.016178 -0.2559 0.0964 0.2680
H -2.602905 -2.330548 -0.950643 0.1327 -0.0001 0.0463
H -1.306167 -2.102434 -0.152870 0.0063 0.0339 -0.0186
O -1.560178 1.001344 0.792967 -0.0671 -0.0549 -0.2456
H -2.101243 0.199402 0.823186 0.1129 0.0545 -0.1338
H -1.709793 1.364593 -0.096652 -0.0282 0.0702 0.1734
O 0.803553 -0.601603 0.037655 -0.0814 -0.1750 -0.4973
H 0.277336 0.149799 0.346894 -0.0353 -0.1078 0.0354
H 0.791804 -0.515065 -0.942042 -0.1460 0.0459 0.5313
O -1.174330 2.226043 -1.928057 0.2271 -0.3896 -0.1566
H -0.683755 1.454101 -2.279671 -0.2196 -0.0004 0.0900
H -1.330111 2.789078 -2.694420 -0.1144 0.0367 0.1629
O -1.625282 -0.332306 3.349010 0.0964 0.0120 -0.0656
H -1.427548 -0.000335 4.231286 0.0234 -0.0349 -0.0642
H -1.440851 0.416398 2.762680 0.0673 0.0391 0.1721
O 1.407325 3.019546 -0.887571 -0.2495 -0.0920 0.3171
H 0.468372 2.762750 -0.871398 0.3315 0.2083 -0.2875
H 1.684422 2.880043 -1.796780 -0.0039 0.0102 0.0257
O 0.444004 -0.094230 -2.629048 -0.1979 -0.0836 -0.6138
H 1.115801 0.259363 -3.225625 0.1033 -0.2131 0.1512
H 0.089492 -0.889480 -3.088886 0.2472 0.5927 -0.0467
O 3.486847 -1.076270 -0.807199 -0.2296 -0.0478 -0.1545
H 3.849574 -0.218452 -0.565669 -0.0511 -0.0599 0.1221
H 2.592384 -1.072049 -0.421876 0.4743 0.1617 0.1427



52
Properties=species:S:1:pos:R:3:forces:R:3 method="wB97M-V/def2-TZVPD" lumo_energy_ev=0.47 homo_ev=-8.0 smiles="CCOC(=O)c1[nH]c2c(c1C)C(=O)C[C@@H](c1ccc(OCC)c(OC)c1)C2" e_above_lowest_kj_mol=38.7
C -0.160959 -6.310094 -0.071589 -0.1981 0.3916 -0.1688
C -1.316533 -5.467581 -0.578136 -0.2644 -0.4760 0.1089
H -1.769130 -5.907973 -1.473783 0.0254 0.0758 0.1601
H -2.100196 -5.366744 0.181206 0.0910 -0.0283 -0.1537
O -0.821176 -4.170206 -0.903328 0.2380 0.2438 -0.0329
C -1.742431 -3.286728 -1.361788 -0.3117 -0.2826 0.0381
O -2.910518 -3.568972 -1.491082 0.1969 0.0460 0.0202
C -1.130053 -2.006891 -1.658713 -0.3500 0.5188 -0.2424
C -1.686140 -0.834103 -2.145065 0.2574 -0.4680 0.1772
C -0.616949 0.095557 -2.241200 0.0061 -0.4586 0.0940
C 0.540196 -0.543546 -1.809253 -0.1480 0.2311 -0.1490
N 0.223114 -1.798266 -1.465784 0.2095 -0.0472 0.0541
H 0.842399 -2.508508 -1.109129 -0.0024 0.0986 -0.0207
C 1.882602 0.080317 -1.752027 0.1814 0.0516 -0.0518
H 2.410379 -0.094045 -2.696489 0.0296 -0.0280 0.0375
H 2.479639 -0.352685 -0.946587 0.0350 0.0150 -0.0283
C 1.702822 1.598076 -1.539037 0.0477 -0.1083 -0.0295
C 1.288970 1.863421 -0.108921 -0.0660 0.1405 -0.0039
C -0.008897 2.127198 0.277490 0.2034 0.0021 -0.1484
C -0.326965 2.316801 1.616549 -0.0015 0.0577 0.3525
C 0.644477 2.249959 2.598358 0.1288 -0.0158 0.0386
C 1.980104 1.992262 2.211831 -0.0191 -0.0176 0.2057
C 2.277158 1.803879 0.876318 0.0542 0.0024 0.1984
H 3.295347 1.611031 0.573375 0.1460 -0.0140 0.0112
O 2.886575 1.952947 3.229936 -0.4488 0.0752 -0.0717
C 4.239264 1.750412 2.914091 0.2159 -0.0436 -0.0753
H 4.405073 0.773870 2.445085 -0.0119 0.0479 0.0016
H 4.624086 2.537546 2.256605 -0.0212 -0.0383 0.0113
H 4.770903 1.785068 3.863749 0.0091 -0.0125 -0.0896
O 0.455369 2.437322 3.932597 0.3117 -0.0749 -0.2408
C -0.852600 2.605885 4.436526 -0.4403 -0.0808 0.1571
C -1.632259 1.295349 4.507442 0.3152 0.2693 -0.1120
H -1.772472 0.871459 3.516153 -0.0636 -0.0669 -0.0515
H -1.086618 0.577067 5.114081 0.0174 -0.0738 0.0636
H -2.605559 1.471614 4.957207 -0.1239 -0.0036 0.0399
H -1.401831 3.355349 3.852772 0.0930 -0.0161 0.0719
H -0.701875 3.000455 5.445420 -0.0648 0.0176 -0.1685
H -1.353376 2.524669 1.872062 -0.0922 0.0094 0.1023
H -0.800872 2.196481 -0.449322 -0.1088 0.0543 -0.0099
C 0.737096 2.161261 -2.585206 0.0264 0.2150 0.0461
C -0.627969 1.486206 -2.660019 0.4104 -0.0165 -0.0688
O -1.606475 2.077170 -3.066846 -0.1113 0.0243 0.0092
H 1.185981 2.042238 -3.577013 -0.0036 0.0248 -0.0311
H 0.583587 3.229767 -2.424462 -0.0539 -0.0365 -0.0645
H 2.677640 2.076121 -1.694030 -0.1012 -0.0671 0.0026
C -3.101445 -0.579634 -2.498732 -0.1800 -0.0723 -0.0076
H -3.176136 -0.309148 -3.551013 -0.0629 0.0441 -0.0349
H -3.704830 -1.459891 -2.300805 -0.0731 0.0225 -0.0197
H -3.478740 0.266938 -1.927194 -0.0683 0.0531 -0.0158
H 0.276914 -5.854644 0.812933 0.0628 -0.0134 0.1037
H -0.519283 -7.303268 0.182221 -0.0148 -0.1091 0.0326
H 0.606309 -6.395288 -0.836851 0.0935 -0.0629 -0.0473